1.
C18H15BBrF4MnN3O6 as an isolated structure, computed with ωB97M-V with the def2-TZVPD basis set.

Last column: Mulliken spin population.
Positions of all 49 atoms, in Å:
1 Br -1.220 1.024 -3.122  0.0714
2 Mn -0.077 0.482 -0.959  4.8058
3 F 1.419 0.258 0.800  0.0238
4 F 1.899 0.605 -1.425  0.0333
5 F 3.483 -0.316 -0.050  -0.0001
6 F 2.919 1.888 0.225  -0.0006
7 O -1.199 -3.088 -2.239  0.0253
8 O 0.137 2.598 -0.359  0.0047
9 O -1.531 -0.117 0.548  0.0215
10 O -0.792 0.404 2.510  0.0157
11 O 0.209 -1.595 -1.569  -0.0006
12 O 1.120 4.274 -1.285  0.0085
13 N 0.591 3.736 -0.354  0.0048
14 N -0.150 -2.503 -2.304  -0.0023
15 N -1.460 -0.268 1.774  -0.0049
16 C -4.259 -2.691 2.186  -0.0003
17 C -3.756 -3.481 3.207  0.0000
18 C -2.309 -1.301 2.341  -0.0003
19 C 0.781 -2.887 -3.371  0.0041
20 C 2.144 -2.713 -3.158  -0.0005
21 C 1.201 -3.821 -5.527  0.0002
22 C -3.491 -1.636 1.707  -0.0001
23 C -0.287 4.019 1.945  -0.0018
24 C 1.506 5.411 1.187  0.0003
25 C 0.695 5.612 3.438  -0.0001
26 C 2.565 -3.602 -5.364  0.0002
27 C 0.542 4.448 0.928  0.0019
28 C -0.283 4.662 3.172  -0.0003
29 C -2.639 -3.056 3.919  0.0003
30 C 1.580 6.002 2.435  0.0002
31 C 0.304 -3.355 -4.578  0.0013
32 C -1.887 -1.983 3.481  0.0013
33 C 3.025 -3.052 -4.170  -0.0003
34 B 2.466 0.618 -0.106  -0.0122
35 H 4.066 -2.770 -4.079  0.0000
36 H 2.483 -2.229 -2.251  -0.0010
37 H -0.952 4.317 3.947  0.0000
38 H 2.304 5.576 0.473  -0.0001
39 H 0.755 6.062 4.420  0.0000
40 H -3.864 -1.060 0.870  0.0003
41 H -1.038 3.273 1.712  0.0006
42 H -2.306 -3.617 4.782  0.0000
43 H 0.837 -4.337 -6.404  0.0001
44 H -4.235 -4.416 3.465  0.0000
45 H 3.232 -4.000 -6.117  0.0000
46 H 2.281 6.814 2.570  0.0000
47 H -5.137 -2.987 1.629  0.0000
48 H -0.914 -1.695 3.861  -0.0001
49 H -0.755 -3.508 -4.740  -0.0002

Values from the calculation:
multiplicity = 6
HOMO-LUMO gap (alpha / beta) = 7.2 / 7.3 eV
⟨S²⟩ = 8.7546

2.
C18H15BCrN3O2S3Te as an isolated structure, computed with ωB97M-V with the def2-TZVPD basis set.

Last column: Mulliken spin population.
Positions of all 44 atoms, in Å:
1 Te -0.713 -1.667 -2.139  -0.0872
2 Cr -0.904 0.326 -0.573  3.2673
3 S -1.274 -4.342 -0.127  0.0011
4 S -0.632 1.756 -2.443  -0.0710
5 S -1.488 4.673 -2.447  -0.0096
6 O 1.921 -0.568 0.055  -0.0007
7 O 1.701 1.683 -0.133  0.0437
8 N -1.837 3.069 -0.467  -0.0219
9 N -1.212 -0.324 1.316  -0.0701
10 N -1.725 1.899 0.149  -0.0993
11 C -1.777 -3.365 -1.466  0.0178
12 C -2.269 0.373 3.383  0.0191
13 C 5.335 1.662 0.410  0.0002
14 C 3.149 0.006 0.226  0.0053
15 C -2.828 -3.949 -2.108  -0.0065
16 C -1.339 3.125 -1.667  0.0061
17 C -0.713 -1.370 1.978  0.0356
18 C -0.933 -1.596 3.324  0.0313
19 C -1.752 -0.717 4.038  0.0169
20 C -2.258 1.775 1.354  0.1238
21 C 4.091 2.246 0.215  -0.0025
22 C -1.949 0.581 2.032  0.0371
23 C -3.215 -5.184 -1.554  0.0006
24 C 3.012 1.394 0.107  -0.0001
25 C 4.380 -0.567 0.468  0.0007
26 C 5.474 0.286 0.536  0.0009
27 C -2.467 -5.534 -0.478  0.0000
28 C -0.590 4.385 -3.996  0.0008
29 B 1.044 0.475 -0.175  -0.2453
30 H -0.922 5.145 -4.694  -0.0004
31 H 0.478 4.472 -3.820  -0.0011
32 H -2.883 1.110 3.875  0.0002
33 H -2.802 2.588 1.813  0.0054
34 H 6.459 -0.130 0.690  0.0002
35 H 6.208 2.295 0.461  0.0003
36 H 4.486 -1.635 0.576  -0.0001
37 H -1.965 -0.878 5.082  0.0017
38 H 3.964 3.312 0.133  0.0000
39 H -0.488 -2.447 3.815  0.0012
40 H -0.098 -2.039 1.390  -0.0033
41 H -0.835 3.386 -4.350  0.0006
42 H -3.312 -3.498 -2.955  0.0009
43 H -4.003 -5.792 -1.958  -0.0001
44 H -2.521 -6.421 0.123  0.0003

Values from the calculation:
multiplicity = 4
HOMO-LUMO gap (alpha / beta) = 5.4 / 5.7 eV
ΔE to the lowest compared entry with this formula, charge and spin = 0.0 kcal/mol
⟨S²⟩ = 3.8653

3.
C18H15BeN4O7 as an isolated structure, computed with ωB97M-V with the def2-TZVPD basis set.

Last column: Löwdin charge in e.
Positions of all 45 atoms, in Å:
1 O -0.165 1.511 -0.546  -0.0125
2 O -6.987 -0.135 0.269  -0.0552
3 O -1.434 3.347 -0.273  0.0766
4 O 0.678 -2.955 2.058  0.0598
5 O -6.540 2.089 0.197  -0.0368
6 O -0.110 -0.980 -1.875  0.0478
7 O 2.658 -0.098 0.196  -0.0377
8 N 0.246 -1.960 0.040  0.1604
9 N -2.057 -0.093 -0.201  0.0629
10 N 0.157 0.192 1.790  0.1381
11 N 0.096 -4.289 0.314  -0.0530
12 C -3.782 1.554 -0.108  0.0753
13 C 0.425 0.372 4.558  -0.0649
14 C -4.745 0.558 0.003  -0.0744
15 C -2.976 -1.055 -0.108  -0.0743
16 C -2.454 1.189 -0.216  -0.1474
17 C -0.829 0.379 3.971  -0.0499
18 C -0.181 -4.432 -1.007  -0.0580
19 C 1.527 0.282 3.738  -0.0326
20 C -1.282 2.144 -0.353  -0.5317
21 C 0.362 -3.014 0.881  -0.4824
22 C -0.036 -2.083 -1.268  -0.4768
23 C 0.175 -5.424 1.216  -0.0287
24 C -0.248 -3.379 -1.848  0.0175
25 C -4.320 -0.768 -0.009  0.0095
26 C -6.272 0.879 0.178  -0.6951
27 C 1.367 0.175 2.356  -0.2211
28 C -0.905 0.299 2.597  -0.0869
29 C 2.670 0.017 1.589  -0.2062
30 Be -0.310 -0.047 -0.343  0.1822
31 H -5.070 -1.543 0.075  0.1119
32 H 3.281 0.893 1.817  0.1284
33 H -1.731 0.455 4.562  0.1058
34 H 2.041 -0.799 -0.040  0.0443
35 H -4.063 2.598 -0.100  0.1305
36 H -0.597 -5.354 1.981  0.0961
37 H 1.139 -5.426 1.721  0.0915
38 H -0.344 -5.447 -1.344  0.1251
39 H -1.872 0.329 2.111  0.1082
40 H 2.529 0.271 4.151  0.1149
41 H 0.049 -6.346 0.653  0.0838
42 H 3.175 -0.856 2.031  0.1254
43 H 0.537 0.431 5.633  0.1044
44 H -0.476 -3.473 -2.897  0.1113
45 H -2.604 -2.075 -0.107  0.1138

Values from the calculation:
HOMO-LUMO gap = 7.6 eV
charge = -1
ΔE to the lowest compared entry with this formula, charge and spin = 24.8 kcal/mol

4.
One molecule with the formula C18H15Cl2NO2, computed with ωB97M-V with the def2-TZVPD basis set.

Last column: Löwdin charge in e.
Positions of all 38 atoms, in Å:
1 Cl -5.717 -4.233 -1.701  0.6995
2 Cl 5.590 -0.182 3.554  0.6853
3 O 2.500 3.127 0.111  0.0836
4 O 0.643 4.320 0.582  0.0136
5 N 0.401 2.086 0.207  0.0420
6 C 4.393 0.723 1.306  -0.0786
7 C 3.215 -0.991 2.566  -0.1054
8 C -4.300 -3.286 -1.649  -0.6955
9 C -0.834 -0.799 -1.470  -0.0415
10 C 3.368 0.731 0.381  -0.0463
11 C -2.790 -1.711 -2.693  -0.0292
12 C -1.973 -1.688 -1.543  -0.2226
13 C 2.140 -0.906 1.673  -0.0205
14 C -2.303 -2.563 -0.483  -0.0175
15 C -0.781 4.069 0.637  -0.1323
16 C 0.053 -0.738 -0.459  -0.0599
17 C -3.950 -2.475 -2.742  -0.0971
18 C 4.321 -0.154 2.405  -0.6832
19 C -3.468 -3.328 -0.524  -0.0956
20 C 1.298 3.134 0.257  -0.5133
21 C -0.916 2.546 0.492  -0.1777
22 C 0.920 0.411 -0.168  -0.0660
23 C 2.158 0.072 0.640  -0.1692
24 H 0.244 -1.685 0.109  0.1101
25 H 3.181 -1.687 3.392  0.0998
26 H -1.179 4.435 1.601  0.1245
27 H 1.110 1.006 -1.068  0.1360
28 H 3.519 1.233 -0.566  0.1169
29 H -1.289 4.575 -0.217  0.1262
30 H 5.241 1.374 1.198  0.1074
31 H 1.309 -1.586 1.775  0.0941
32 H -4.594 -2.474 -3.621  0.1072
33 H -1.653 -2.611 0.395  0.1104
34 H -1.272 2.183 1.485  0.1246
35 H -3.729 -3.979 0.313  0.1084
36 H -0.674 -0.144 -2.329  0.1251
37 H -1.657 2.289 -0.290  0.1195
38 H -2.524 -1.092 -3.553  0.1172

Values from the calculation:
HOMO-LUMO gap = 7.9 eV
ΔE to the lowest compared entry with this formula, charge and spin = 58.8 kcal/mol
SMILES = O=C1OCCN1[C@H](/C=C/c1ccc(Cl)cc1)c1ccc(Cl)cc1

5.
One molecule with the formula C18H15ClN2O3, computed with ωB97M-V with the def2-TZVPD basis set.

Last column: Löwdin charge in e.
Positions of all 39 atoms, in Å:
1 Cl 2.350 0.353 -7.689  0.6255
2 O 2.067 0.696 4.508  -0.0270
3 O 0.206 0.971 -2.257  -0.0076
4 O -1.209 -1.971 6.297  -0.0074
5 N 1.327 0.571 2.367  0.1699
6 N 0.810 -1.082 6.172  0.1664
7 C 1.212 -0.287 -6.492  -0.6209
8 C -0.271 -1.652 -4.449  -0.0404
9 C 1.367 -0.016 -5.112  -0.0476
10 C -1.408 1.577 -0.604  0.0305
11 C -0.458 -1.207 5.661  -0.4720
12 C 0.616 -0.653 -4.096  -0.1519
13 C -1.148 -0.271 4.620  -0.0504
14 C -1.759 1.843 0.718  -0.0071
15 C -0.433 1.062 4.207  -0.1558
16 C 0.328 -1.340 -6.865  -0.0735
17 C -0.354 -1.938 -5.789  -0.0887
18 C -0.160 0.937 -0.920  -0.2370
19 C 1.091 0.849 3.680  -0.3341
20 C -1.270 1.566 3.069  0.0620
21 C -0.839 1.530 1.751  -0.1618
22 C 0.738 -0.294 -2.570  -0.1628
23 C 0.686 0.562 0.107  0.0589
24 C 0.411 0.882 1.461  -0.2067
25 H 1.485 -0.430 5.728  0.0606
26 H -2.291 1.985 3.311  0.1515
27 H 1.175 -1.836 6.721  0.1045
28 H -0.409 1.668 5.136  0.1633
29 H -0.869 -2.171 -3.737  0.1127
30 H 1.845 -0.327 -2.289  0.1404
31 H -1.374 -0.936 3.765  0.1377
32 H -2.082 1.836 -1.423  0.1216
33 H 0.454 -1.094 -1.877  0.1248
34 H -0.970 -2.697 -5.990  0.0604
35 H 0.154 -1.714 -7.924  0.1301
36 H -2.647 2.365 1.002  0.1105
37 H -2.120 -0.130 4.989  0.1003
38 H 1.605 0.064 -0.158  0.1201
39 H 2.142 0.730 -5.029  0.1008

Values from the calculation:
HOMO-LUMO gap = 6.9 eV
ΔE to the lowest compared entry with this formula, charge and spin = 110.3 kcal/mol
SMILES = NC(=O)C[C@@H]1C=c2ccc(OCc3cccc(Cl)c3)cc2=NC1=O

6.
C18H15F2N2O4S as an isolated structure, computed with ωB97M-V with the def2-TZVPD basis set.

Last column: Löwdin charge in e.
Positions of all 42 atoms, in Å:
1 S 1.676 0.383 1.172  0.8559
2 F 4.331 0.003 2.331  0.0155
3 F 3.444 2.069 2.619  -0.0060
4 O 4.563 -2.000 -0.203  -0.0018
5 O -1.681 -0.749 2.403  0.1074
6 O -1.994 -1.483 0.290  -0.0070
7 O 3.604 2.154 -2.036  0.0268
8 N 4.685 0.206 -1.228  0.1205
9 N -2.763 3.831 0.580  0.0232
10 C 4.127 -1.054 -0.899  -0.4651
11 C 1.842 -2.260 -1.536  0.0239
12 C 0.457 -1.933 -1.586  -0.0570
13 C 2.432 0.047 -1.976  -0.1241
14 C 1.081 0.354 -2.352  0.0016
15 C 2.776 -1.197 -1.537  -0.1550
16 C -0.527 0.289 0.541  -0.2829
17 C -1.429 -0.680 1.221  -0.4611
18 C -2.356 3.321 -0.575  -0.1523
19 C -1.503 2.197 1.824  0.0118
20 C -3.058 -2.226 0.889  -0.2363
21 C -3.542 -3.222 -0.102  -0.0700
22 C 0.251 -0.592 -1.843  0.0026
23 C 3.612 0.950 -1.806  -0.4781
24 C -1.137 1.604 0.583  -0.2028
25 C -1.517 2.197 -0.634  0.0074
26 C -2.333 3.333 1.747  -0.1422
27 C 3.692 1.052 1.779  -0.4579
28 H -3.845 -2.771 -1.036  0.0784
29 H 4.176 1.307 0.837  0.0874
30 H 0.749 1.274 -2.819  0.1199
31 H -2.767 -3.944 -0.318  0.0755
32 H -2.720 3.778 -1.496  0.0995
33 H -2.701 3.778 2.687  0.1032
34 H -0.373 -2.616 -1.457  0.1012
35 H 0.382 0.275 1.317  -0.2741
36 H 2.243 -3.251 -1.356  0.1150
37 H -4.399 -3.731 0.317  0.0752
38 H -1.288 1.735 -1.596  0.1012
39 H -3.845 -1.521 1.162  0.1326
40 H -1.285 1.741 2.812  0.1259
41 H -0.421 0.002 -0.517  0.0380
42 H -2.639 -2.652 1.797  0.1243

Values from the calculation:
HOMO-LUMO gap = 4.2 eV
charge = -1
ΔE to the lowest compared entry with this formula, charge and spin = 81.0 kcal/mol